# 1
Below is the molecule C16H15NO3, with properties calculated with ωB97M-V with the def2-TZVPD basis set.

```
! RIJCOSX wB97M-V def2-TZVPD def2/J DEFGRID3
* xyz 0 1
O 0.149 -2.554 -0.188
C 0.671 -1.694 0.494
C -0.007 -1.217 1.761
C -1.058 -0.160 1.390
N -2.112 -0.780 0.628
C -3.131 -0.058 0.048
C -3.927 -0.670 -0.926
C -4.999 -0.004 -1.482
C -5.304 1.289 -1.087
C -4.520 1.904 -0.127
C -3.444 1.245 0.438
C 1.943 -1.057 0.089
C 2.664 -1.674 -0.933
C 3.871 -1.173 -1.400
C 4.331 -0.017 -0.813
C 3.611 0.618 0.206
C 2.424 0.124 0.679
O 4.286 1.742 0.600
C 5.449 1.796 -0.196
O 5.465 0.688 -1.073
H 0.705 -0.812 2.477
H -0.525 -2.065 2.212
H -1.481 0.256 2.312
H -0.579 0.662 0.831
H -1.822 -1.597 0.106
H -3.688 -1.677 -1.239
H -5.600 -0.495 -2.233
H -6.142 1.810 -1.524
H -4.746 2.913 0.188
H -2.849 1.747 1.186
H 2.254 -2.575 -1.363
H 4.425 -1.659 -2.185
H 1.893 0.648 1.454
H 6.341 1.767 0.449
H 5.455 2.729 -0.782
*
```

Values from the calculation:
SMILES ... O=C(CCNc1ccccc1)c1ccc2c(c1)OCO2
HOMO energy ... -7.65 eV
Frontier orbital gap ... 0.288 Ha
Calculated total energy ... -899.1636 Ha
Maximum force ... 1.28 eV Å⁻¹

# 2
Below is the molecule C16H15NO3S, with properties calculated with ωB97M-V with the def2-TZVPD basis set.

```
! RIJCOSX wB97M-V def2-TZVPD def2/J DEFGRID3
* xyz 0 1
C -0.412 -2.707 -4.887
C -0.169 -1.429 -4.169
C -0.491 -0.162 -4.571
C -0.119 0.822 -3.647
C 0.485 0.310 -2.523
C 0.962 1.081 -1.394
O 0.989 2.295 -1.405
C 1.435 0.304 -0.174
C 0.249 -0.279 0.642
O -0.153 -1.546 0.186
C -0.970 0.668 0.539
O -1.617 0.910 -0.448
N -1.186 1.200 1.777
C -2.229 2.151 2.052
C -0.315 0.680 2.722
C -0.246 0.946 4.077
C 0.716 0.273 4.819
C 1.576 -0.636 4.227
C 1.505 -0.894 2.863
C 0.558 -0.230 2.118
S 0.591 -1.420 -2.622
H 0.519 -3.255 -5.026
H -1.089 -3.342 -4.316
H -0.855 -2.510 -5.860
H -0.982 0.049 -5.505
H -0.286 1.877 -3.769
H 1.993 0.996 0.461
H 2.087 -0.518 -0.476
H 0.567 -2.173 0.326
H -1.805 3.077 2.445
H -2.737 2.356 1.110
H -2.943 1.743 2.770
H -0.914 1.650 4.546
H 0.789 0.462 5.879
H 2.311 -1.148 4.829
H 2.183 -1.599 2.403
*
```

Values from the calculation:
SMILES ... Cc1ccc(C(=O)C[C@]2(O)C(=O)N(C)c3ccccc32)s1
HOMO energy ... -8.48 eV
Frontier orbital gap ... 0.325 Ha
Calculated total energy ... -1297.3816 Ha
Maximum force ... 0.95 eV Å⁻¹

# 3
Below is a structure of composition C16H15NO3S6V, with properties calculated with ωB97M-V with the def2-TZVPD basis set.

```
! RIJCOSX wB97M-V def2-TZVPD def2/J DEFGRID3
* xyz -2 4
V -0.956 1.152 0.728
O -0.497 1.216 4.603
C 0.014 1.120 3.490
O -0.670 1.080 2.393
C 1.511 1.037 3.363
C 2.216 0.972 4.570
C 3.595 0.945 4.623
C 4.309 0.987 3.426
C 3.638 1.058 2.224
C 2.230 1.089 2.146
S 1.541 1.185 0.550
H 1.619 0.948 5.472
H 4.111 0.897 5.575
H 5.394 0.963 3.439
H 4.191 1.093 1.293
S -8.415 1.094 0.632
C -6.751 1.059 0.613
S -5.755 2.456 0.455
C -4.172 1.678 0.479
C -4.194 0.329 0.623
S -2.854 -0.756 0.661
S -5.808 -0.375 0.758
S -2.797 2.712 0.270
O -0.874 0.873 -1.085
C -0.525 -0.074 -1.798
C -0.092 -1.411 -1.259
C 1.350 -1.797 -1.630
C 1.476 -2.413 -3.025
C 1.160 -1.438 -4.157
C -0.289 -0.939 -4.124
N -0.503 0.110 -3.153
H -0.788 -2.184 -1.600
H -0.191 -1.341 -0.178
H 1.706 -2.524 -0.897
H 1.987 -0.916 -1.535
H 0.793 -3.268 -3.097
H 2.492 -2.798 -3.164
H 1.352 -1.924 -5.120
H 1.820 -0.570 -4.083
H -0.955 -1.786 -3.923
H -0.556 -0.539 -5.102
H -0.862 0.999 -3.455
*
```

Values from the calculation:
HOMO energy (alpha / beta) ... 0.12 / -0.68 eV
Frontier orbital gap (alpha / beta) ... 0.152 / 0.180 Ha
Calculated total energy ... -4232.4624 Ha
Maximum force ... 7.04 eV Å⁻¹